Entry 1:
DFT (ωB97M-V/def2-TZVPD) results for a structure of composition C24H35N6O6PbS.

Structure (XYZ):
```
73
Properties=species:S:1:pos:R:3:mulliken_charge:R:1
Pb -0.94 0.71 0.12 1.910
C 2.33 -0.23 1.72 -0.821
C 1.78 0.36 3.02 -0.784
O 0.55 1.11 2.86 -0.092
C -0.49 0.75 3.80 -0.282
C -1.89 1.10 3.41 -0.876
O -2.53 0.25 2.44 -0.390
C -2.91 -1.08 2.96 -0.840
C -2.37 -2.17 2.05 -0.087
O -0.95 -2.15 2.13 -0.214
C -0.21 -2.84 1.15 -0.204
C 1.24 -2.37 1.27 -0.623
O 1.34 -0.96 0.94 -0.035
H 3.17 -0.85 1.94 0.464
H 2.70 0.54 1.09 0.423
H 2.49 1.10 3.37 0.517
H 1.71 -0.56 3.72 0.303
H -0.25 1.33 4.75 0.317
H -0.37 -0.32 4.03 0.389
H -1.93 2.15 2.98 0.257
H -2.53 1.04 4.34 0.478
H -4.03 -1.15 2.91 0.393
H -2.58 -1.27 3.98 0.450
H -2.73 -2.10 1.02 0.055
H -2.67 -3.14 2.50 0.396
H -0.59 -2.58 0.16 -0.146
H -0.15 -3.91 1.21 0.471
H 1.82 -2.95 0.50 0.249
H 1.66 -2.62 2.31 0.413
N 3.80 -4.62 -3.30 -0.319
C 2.84 -3.68 -3.11 1.315
C 3.21 -2.45 -2.51 -0.703
C 2.27 -1.44 -2.42 -0.207
C 0.98 -1.58 -3.05 -0.344
C 0.74 -2.72 -3.85 -0.465
C 1.56 -3.85 -3.71 -0.765
S -0.22 -0.41 -2.79 1.425
O 0.46 0.59 -1.92 -0.724
O -0.81 0.03 -4.02 -0.635
N -1.36 -0.95 -1.77 0.192
C -2.53 -1.61 -2.15 0.092
N -2.59 -2.04 -3.43 -0.307
C -3.76 -2.48 -3.84 -0.070
C -4.87 -2.74 -2.96 -0.801
C -4.61 -2.42 -1.63 -0.074
N -3.44 -1.86 -1.26 -0.275
H 4.56 -4.45 -2.69 0.269
H 3.65 -5.61 -3.59 0.314
H 4.21 -2.37 -2.09 0.344
H 2.50 -0.48 -1.85 0.305
H -0.09 -2.68 -4.55 0.553
H 1.23 -4.82 -4.15 0.378
H -3.81 -2.58 -4.90 0.518
H -5.70 -3.24 -3.33 0.496
H -5.26 -2.70 -0.81 0.478
C 0.79 6.23 0.32 -1.649
C 1.73 5.06 0.63 2.015
C 2.09 4.87 2.11 -1.384
C 2.97 5.01 -0.21 -1.556
C 0.86 3.88 0.37 -0.476
N 0.20 2.96 0.23 -0.325
H 1.14 7.15 0.76 0.423
H -0.23 6.07 0.73 0.383
H 0.79 6.40 -0.76 0.390
H 2.82 5.64 2.42 0.415
H 2.66 3.89 2.24 0.235
H 1.23 4.89 2.77 0.403
H 3.47 5.97 -0.05 0.420
H 2.71 4.92 -1.30 0.375
H 3.68 4.20 0.07 0.336
N -3.54 2.98 -1.19 0.001
C -2.80 2.19 -0.71 -0.384
H -4.24 3.66 -1.45 0.298
```

The net charge is +3. The value obtained for the lowest unoccupied orbital energy (alpha / beta) is -0.4372 / -0.4460 Ha. For the orbital gap (alpha / beta), the calculation gives 4.784 / 4.542 eV.

Entry 2:
DFT (ωB97M-V/def2-TZVPD) results for a structure of composition C24H36BiBrN2O4P.

Structure (XYZ):
```
69
Properties=species:S:1:pos:R:3:mulliken_charge:R:1
Bi -1.01 -0.88 -0.81 1.136
C -2.08 -1.16 4.83 -0.468
O -2.86 -2.01 3.97 -0.468
C -2.61 -1.92 2.66 0.426
O -1.79 -1.18 2.15 -0.182
N -3.41 -2.80 2.00 -0.199
N -3.51 -2.75 0.62 -0.449
H -2.34 -1.44 5.84 0.279
H -2.34 -0.11 4.66 0.212
H -1.01 -1.30 4.65 0.211
H -4.14 -3.24 2.54 0.244
H -4.33 -2.22 0.35 0.247
H -3.59 -3.69 0.26 0.252
C -1.67 0.09 -5.68 -0.471
C -2.71 0.23 -4.77 -0.702
C -2.48 0.06 -3.41 -0.572
C -1.19 -0.24 -2.95 0.333
C -0.15 -0.37 -3.87 0.177
C -0.39 -0.20 -5.22 -0.816
H -1.86 0.20 -6.74 0.385
H -3.71 0.46 -5.12 0.399
H -3.30 0.17 -2.71 0.426
H 0.86 -0.59 -3.53 0.164
H 0.43 -0.31 -5.93 0.414
Br -0.86 3.04 5.30 -0.178
C -1.64 3.30 3.59 -0.261
C -2.16 4.54 3.26 -0.406
C -2.73 4.72 2.01 -0.671
C -2.76 3.68 1.09 -0.472
C -2.24 2.45 1.44 -0.010
C -1.67 2.25 2.70 0.107
C -2.14 1.31 0.48 0.503
O -3.06 0.63 0.05 -0.585
O -0.90 1.05 0.11 -0.358
H -2.13 5.36 3.97 0.426
H -3.15 5.68 1.74 0.393
H -3.20 3.82 0.11 0.479
H -1.25 1.28 2.96 0.478
C 3.84 -2.29 -1.02 -1.685
C 2.48 -1.87 -1.57 0.920
C 1.52 -3.07 -1.63 -1.557
P 1.65 -0.46 -0.69 -0.391
C 2.27 1.09 -1.50 0.820
C 2.04 2.36 -0.67 -1.424
C 3.73 0.99 -1.94 -1.610
C 2.04 -0.43 1.11 1.424
C 1.61 -1.74 1.79 -1.434
C 3.48 -0.06 1.48 -1.475
H 4.25 -3.08 -1.65 0.498
H 3.75 -2.69 -0.01 0.307
H 4.56 -1.47 -1.00 0.320
H 2.61 -1.49 -2.59 0.556
H 1.26 -3.43 -0.63 0.248
H 2.01 -3.90 -2.16 0.530
H 0.61 -2.84 -2.19 0.289
H 1.64 1.16 -2.40 0.274
H 2.69 2.40 0.20 0.250
H 1.01 2.45 -0.34 0.155
H 2.27 3.23 -1.30 0.547
H 4.41 0.84 -1.09 0.239
H 4.01 1.94 -2.41 0.509
H 3.91 0.20 -2.67 0.336
H 1.38 0.37 1.46 0.018
H 2.24 -2.58 1.48 0.203
H 0.57 -1.98 1.61 0.218
H 1.73 -1.62 2.87 0.502
H 4.19 -0.84 1.21 0.225
H 3.53 0.07 2.57 0.482
H 3.80 0.87 1.03 0.284
```

The net charge is +1. For the relative energy (zero: lowest compared OMol25 entry of this formula, charge and spin), the calculation gives 14.1 kJ/mol. The value obtained for the lowest unoccupied orbital energy is -0.0891 Ha. For the orbital gap, the calculation gives 8.923 eV.

Entry 3:
DFT (ωB97M-V/def2-TZVPD) results for a structure of composition C24H36CaNO21.

Structure (XYZ):
```
83
Properties=species:S:1:pos:R:3:mulliken_charge:R:1
Ca 23.98 -8.50 9.45 1.747
N 26.78 -7.58 5.55 1.043
O 25.94 -8.46 5.49 -0.617
O 27.53 -7.27 4.61 -0.562
O 26.79 -7.00 6.65 -0.606
C 19.63 1.48 8.38 -1.372
C 20.19 0.50 9.39 0.463
C 19.19 -0.41 9.97 -0.501
O 19.87 -1.61 10.11 -0.277
C 20.76 -1.62 9.16 0.678
O 21.42 -2.65 9.04 -0.632
O 20.99 -0.41 8.64 -0.296
H 18.92 2.17 8.83 0.385
H 18.99 0.98 7.65 0.346
H 20.50 1.95 7.92 0.342
H 20.88 1.00 10.07 0.282
H 18.31 -0.55 9.34 0.292
H 18.84 -0.13 10.97 0.289
C 21.04 -18.18 10.61 -1.320
C 20.37 -16.91 11.11 0.587
C 20.80 -16.66 12.56 -0.584
O 21.49 -15.41 12.44 -0.317
C 21.47 -14.92 11.28 0.674
O 22.17 -13.99 10.96 -0.600
O 20.74 -15.74 10.40 -0.367
H 21.88 -18.46 11.26 0.364
H 21.40 -18.14 9.58 0.325
H 20.28 -18.96 10.59 0.329
H 19.29 -16.97 10.99 0.368
H 21.35 -17.42 13.10 0.287
H 19.96 -16.47 13.23 0.255
C 16.90 -12.34 3.19 -1.234
C 18.40 -11.91 2.77 0.214
C 18.53 -10.68 1.98 -0.407
O 19.02 -9.68 2.79 -0.301
C 19.31 -10.27 4.01 0.678
O 19.77 -9.70 5.03 -0.622
O 19.09 -11.54 3.94 -0.329
H 17.00 -12.81 4.16 0.355
H 16.48 -12.83 2.31 0.370
H 16.48 -11.35 3.36 0.310
H 18.78 -12.79 2.26 0.359
H 17.57 -10.44 1.52 0.335
H 19.17 -10.99 1.16 0.273
C 29.80 -16.14 10.07 -1.179
C 29.47 -14.87 9.23 0.249
C 28.17 -14.97 8.48 -0.468
O 27.57 -13.73 8.61 -0.298
C 28.21 -13.10 9.64 0.672
O 27.82 -12.04 10.09 -0.609
O 29.13 -13.90 10.19 -0.315
H 29.99 -16.90 9.32 0.349
H 28.82 -16.29 10.53 0.306
H 30.58 -16.02 10.82 0.344
H 30.23 -14.35 8.66 0.377
H 27.40 -15.60 8.93 0.283
H 28.28 -15.11 7.40 0.290
C 15.73 -9.81 15.90 -1.299
C 15.92 -9.51 14.36 0.386
C 15.58 -8.09 13.86 -0.387
O 16.61 -7.80 12.88 -0.306
C 17.64 -8.70 13.05 0.649
O 18.74 -8.58 12.49 -0.592
O 17.26 -9.64 13.97 -0.324
H 16.00 -10.84 16.15 0.327
H 14.75 -9.59 16.34 0.363
H 16.38 -9.09 16.40 0.349
H 15.43 -10.25 13.73 0.276
H 15.42 -7.32 14.62 0.280
H 14.61 -8.08 13.36 0.277
C 24.57 -6.23 19.36 -1.415
C 23.98 -7.02 18.17 0.396
C 22.65 -6.56 17.70 -0.393
O 22.96 -6.62 16.29 -0.314
C 24.22 -6.66 16.01 0.708
O 24.66 -6.66 14.87 -0.629
O 24.88 -6.78 17.16 -0.321
H 24.97 -5.25 19.13 0.345
H 25.36 -6.86 19.77 0.349
H 23.78 -6.12 20.11 0.411
H 23.95 -8.10 18.33 0.278
H 22.38 -5.61 18.18 0.308
H 21.92 -7.33 17.95 0.277
```

The net charge is +1. For the relative energy (zero: lowest compared OMol25 entry of this formula, charge and spin), the calculation gives 1230.4 kJ/mol. The value obtained for the lowest unoccupied orbital energy is -0.2393 Ha. For the orbital gap, the calculation gives 3.105 eV.

Entry 4:
DFT (ωB97M-V/def2-TZVPD) results for a structure of composition C24H36CeN4O3PS3.

Structure (XYZ):
```
72
Properties=species:S:1:pos:R:3:mulliken_charge:R:1
Ce -0.43 1.13 1.98 1.148
S -1.01 -1.41 0.93 -0.311
C 0.07 -1.62 -0.38 0.214
N -0.29 -2.21 -1.48 0.182
C 0.72 -2.57 -2.50 -0.498
C 1.99 -2.94 -1.80 -1.002
N 2.40 -1.80 -0.94 0.072
C 3.86 -1.48 -0.98 -1.320
C 4.25 -1.04 -2.36 0.686
C 3.73 0.14 -2.90 -0.174
C 4.08 0.54 -4.17 -0.757
C 4.97 -0.23 -4.92 -0.492
C 5.50 -1.40 -4.39 -0.630
C 5.14 -1.81 -3.11 -0.287
C 1.51 -1.16 -0.27 0.932
S 1.91 0.21 0.70 -0.381
C -1.71 -2.60 -1.77 -0.773
C -2.01 -2.55 -3.24 0.233
C -2.25 -3.73 -3.94 -0.304
C -2.52 -3.68 -5.30 -0.698
C -2.54 -2.46 -5.96 -0.466
C -2.30 -1.28 -5.26 -0.672
C -2.04 -1.33 -3.90 -0.211
H 0.85 -1.73 -3.19 0.366
H 0.33 -3.41 -3.07 0.611
H 2.79 -3.10 -2.52 0.475
H 1.89 -3.82 -1.17 0.332
H 4.38 -2.40 -0.70 0.400
H 4.05 -0.72 -0.23 0.477
H 3.06 0.75 -2.30 0.380
H 3.68 1.45 -4.58 0.431
H 5.25 0.09 -5.91 0.422
H 6.20 -1.99 -4.97 0.425
H 5.57 -2.71 -2.70 0.418
H -2.34 -1.91 -1.20 0.496
H -1.85 -3.60 -1.36 0.378
H -2.25 -4.68 -3.43 0.401
H -2.72 -4.59 -5.85 0.426
H -2.75 -2.42 -7.02 0.424
H -2.33 -0.33 -5.78 0.418
H -1.87 -0.40 -3.36 0.430
N -2.39 -0.04 6.29 -0.248
C -1.31 1.00 6.42 -0.879
P -0.10 0.92 5.01 1.450
O -0.36 -0.32 4.20 -0.879
O -0.19 2.15 4.13 -0.785
C 1.59 0.89 5.76 -0.889
N 2.21 -0.48 5.86 -0.220
H -2.03 -0.93 5.94 0.333
H -3.14 0.25 5.66 0.336
H -2.84 -0.21 7.20 0.396
H -0.81 0.84 7.37 0.468
H -1.78 1.98 6.46 0.431
H 1.62 1.35 6.75 0.474
H 2.23 1.49 5.11 0.381
H 3.13 -0.42 6.32 0.411
H 2.36 -0.89 4.93 0.316
H 1.65 -1.15 6.39 0.345
O -2.21 2.09 1.04 -0.434
S -3.50 2.97 0.86 0.279
C -3.04 4.34 -0.25 -0.577
C -2.75 5.56 0.62 -0.565
C -3.71 5.46 1.80 -0.744
C -3.57 4.04 2.33 -0.337
H -3.91 4.48 -0.89 0.421
H -2.22 3.97 -0.87 0.403
H -2.90 6.47 0.04 0.365
H -1.72 5.56 0.96 0.250
H -4.74 5.64 1.47 0.349
H -3.50 6.18 2.59 0.367
H -4.38 3.70 2.97 0.446
H -2.60 3.90 2.84 0.136
```

The net charge is +4. Its spin multiplicity is 2. For the relative energy (zero: lowest compared OMol25 entry of this formula, charge and spin), the calculation gives 0.0 kJ/mol. The value obtained for the lowest unoccupied orbital energy (alpha / beta) is -0.4039 / -0.4034 Ha. For the orbital gap (alpha / beta), the calculation gives 6.078 / 6.092 eV.

Entry 5:
DFT (ωB97M-V/def2-TZVPD) results for a cluster of 12 separate species, C24H36F6N6O30 in total.

Structure (XYZ):
```
102
Properties=species:S:1:pos:R:3:mulliken_charge:R:1
O 2.72 3.58 3.60 -0.497
C 2.08 3.15 4.51 0.609
O 2.65 2.64 5.63 -0.346
C 1.62 2.39 6.60 -0.381
C 0.29 2.51 5.80 0.423
F -0.49 3.38 6.44 -0.311
O 0.70 3.14 4.64 -0.264
H 1.75 1.47 7.17 0.284
H 1.65 3.27 7.24 0.248
H -0.30 1.61 5.70 0.234
O 3.04 -6.54 -6.29 -0.508
C 2.97 -5.79 -5.34 0.587
O 2.88 -6.15 -3.98 -0.313
C 2.62 -5.02 -3.17 -0.434
C 3.16 -3.90 -4.05 0.262
F 4.46 -3.83 -3.60 -0.290
O 3.03 -4.39 -5.41 -0.296
H 1.55 -4.92 -3.03 0.281
H 3.12 -5.09 -2.21 0.299
H 2.68 -2.97 -3.73 0.409
O -0.31 5.78 -0.08 -0.488
C -0.05 6.54 -0.96 0.633
O 0.53 7.73 -0.84 -0.339
C 1.09 8.23 -2.08 -0.364
C 0.18 7.45 -3.00 0.395
F 0.84 7.10 -4.08 -0.285
O -0.38 6.33 -2.34 -0.237
H 1.16 9.32 -2.14 0.249
H 2.17 8.07 -2.12 0.233
H -0.47 8.22 -3.41 0.202
O -5.38 -7.50 1.65 -0.603
C -4.17 -7.34 1.32 0.667
O -3.68 -6.34 0.67 -0.244
C -2.34 -6.70 0.33 -0.476
C -1.92 -7.88 1.12 0.348
F -1.29 -7.52 2.23 -0.253
O -3.24 -8.32 1.45 -0.318
H -2.35 -7.05 -0.70 0.274
H -1.61 -5.88 0.34 0.337
H -1.41 -8.66 0.56 0.268
O 0.37 -1.72 4.80 -0.641
C -0.22 -2.60 5.43 0.726
O -0.88 -3.59 4.99 -0.276
C -1.73 -4.06 5.97 -0.472
C -1.05 -3.56 7.20 0.337
F -0.07 -4.46 7.47 -0.289
O -0.43 -2.45 6.71 -0.287
H -2.71 -3.66 5.72 0.304
H -1.82 -5.15 5.91 0.267
H -1.64 -3.44 8.11 0.328
O -4.86 0.71 2.72 -0.537
C -4.89 1.89 2.92 0.628
O -3.93 2.64 3.47 -0.277
C -4.33 4.03 3.63 -0.290
C -5.43 3.97 2.62 0.233
F -5.02 4.40 1.40 -0.273
O -5.86 2.66 2.42 -0.313
H -4.56 4.20 4.68 0.299
H -3.66 4.80 3.25 0.269
H -6.27 4.62 2.86 0.262
C 1.63 2.70 -6.71 -0.702
N 1.24 1.60 -5.78 0.789
O 1.31 0.48 -6.21 -0.490
O 0.90 1.89 -4.58 -0.485
H 2.58 3.12 -6.35 0.278
H 0.92 3.44 -6.34 0.312
H 1.65 2.31 -7.72 0.299
C -5.38 -1.65 -3.39 -0.729
N -3.97 -1.86 -3.62 0.816
O -3.41 -1.45 -4.65 -0.507
O -3.35 -2.61 -2.87 -0.466
H -5.78 -2.60 -3.04 0.290
H -5.92 -1.18 -4.21 0.274
H -5.13 -0.98 -2.56 0.322
C -4.67 3.47 -3.82 -0.658
N -5.11 3.78 -5.25 0.824
O -4.20 4.05 -6.06 -0.499
O -6.30 3.93 -5.47 -0.494
H -5.38 3.40 -3.00 0.318
H -3.95 4.24 -3.53 0.252
H -4.16 2.51 -3.84 0.257
C -0.14 0.72 0.30 -0.770
N 0.89 -0.28 -0.07 0.915
O 0.53 -1.37 -0.43 -0.511
O 2.09 0.04 -0.01 -0.525
H -0.55 0.46 1.28 0.297
H -0.92 0.56 -0.44 0.266
H 0.34 1.70 0.25 0.331
C 5.48 -2.61 2.77 -0.807
N 6.55 -2.31 1.75 0.924
O 6.71 -3.15 0.88 -0.528
O 6.98 -1.18 1.72 -0.519
H 4.85 -3.37 2.30 0.312
H 4.93 -1.67 2.91 0.327
H 5.87 -2.85 3.75 0.292
C 6.81 1.13 -2.36 -0.631
N 8.20 0.94 -1.75 0.790
O 8.78 -0.15 -1.86 -0.481
O 8.74 1.95 -1.22 -0.504
H 6.27 1.93 -1.86 0.274
H 6.34 0.15 -2.22 0.278
H 7.15 1.38 -3.36 0.275
```

For the relative energy (zero: lowest compared OMol25 entry of this formula, charge and spin), the calculation gives 579.3 kJ/mol. Its SMILES is O=C1OC[C@@H](F)O1.O=C1OC[C@@H](F)O1.O=C1OC[C@@H](F)O1.O=C1OC[C@@H](F)O1.O=C1OC[C@@H](F)O1.O=C1OC[C@@H](F)O1.C[N+](=O)[O-].C[N+](=O)[O-].C[N+](=O)[O-].C[N+](=O)[O-].C[N+](=O)[O-].C[N+](=O)[O-]. The value obtained for the lowest unoccupied orbital energy is -0.0051 Ha. For the orbital gap, the calculation gives 10.374 eV.

Entry 6:
DFT (ωB97M-V/def2-TZVPD) results for a structure of composition C24H36IInNO20.

Structure (XYZ):
```
83
Properties=species:S:1:pos:R:3:mulliken_charge:R:1
C -4.22 -2.66 0.12 -0.592
C -4.90 -1.48 0.00 -0.454
In -4.02 0.44 -0.74 0.680
I -3.35 0.15 -3.50 -0.417
C -2.21 1.07 0.46 -0.707
N -2.68 1.47 1.81 -0.447
C -5.61 2.06 -0.51 -1.064
C -6.92 1.37 -0.13 -0.248
O -7.86 2.30 0.57 -0.367
C -8.71 1.50 1.25 0.160
O -8.93 1.61 2.41 -0.498
H -3.92 -3.28 -0.74 0.256
H -3.98 -3.08 1.13 0.195
H -5.97 -1.51 0.31 0.231
H -1.73 1.94 -0.02 0.269
H -1.53 0.19 0.47 0.303
H -3.25 0.75 2.25 0.212
H -1.90 1.67 2.42 0.066
H -5.64 2.61 -1.46 0.295
H -5.32 2.76 0.29 0.299
H -7.47 0.95 -0.98 0.304
H -6.67 0.60 0.62 0.223
H -9.16 0.70 0.63 0.335
C -8.79 1.45 6.95 -0.313
C -7.88 1.91 5.84 -0.180
O -6.65 1.26 6.15 -0.313
C -6.94 0.17 6.90 0.646
O -6.16 -0.68 7.19 -0.527
O -8.24 0.17 7.29 -0.334
H -9.82 1.36 6.64 0.294
H -8.73 2.10 7.83 0.251
H -8.23 1.58 4.86 0.203
H -7.76 2.99 5.82 0.294
C 1.86 -0.72 -4.12 0.009
C 1.36 -1.33 -5.40 -0.017
O -0.01 -0.93 -5.43 -0.289
C -0.13 0.19 -4.66 0.441
O -1.10 0.87 -4.59 -0.523
O 1.02 0.42 -3.96 -0.336
H 2.90 -0.43 -4.17 0.125
H 1.72 -1.38 -3.26 0.183
H 1.87 -0.92 -6.28 0.194
H 1.46 -2.41 -5.41 0.207
C 3.78 0.71 -0.98 -0.079
C 5.15 1.22 -1.34 -0.344
O 5.92 0.01 -1.41 -0.363
C 5.05 -1.01 -1.65 0.663
O 5.39 -2.12 -1.93 -0.588
O 3.77 -0.61 -1.54 -0.362
H 2.98 1.32 -1.40 0.403
H 3.64 0.64 0.11 0.209
H 5.18 1.70 -2.32 0.295
H 5.56 1.90 -0.60 0.331
C 0.50 2.90 2.65 -0.368
C 1.50 3.96 3.04 -0.414
O 2.74 3.25 2.98 -0.336
C 2.57 2.20 2.15 0.527
O 3.46 1.50 1.74 -0.609
O 1.28 2.04 1.81 -0.199
H -0.35 3.30 2.11 0.376
H 0.14 2.32 3.51 0.296
H 1.53 4.78 2.32 0.266
H 1.32 4.36 4.03 0.308
C 6.85 -2.22 1.36 -0.281
C 6.66 -0.76 1.68 0.350
O 6.88 -0.71 3.09 -0.339
C 7.64 -1.79 3.42 0.566
O 8.14 -1.95 4.49 -0.530
O 7.77 -2.64 2.37 -0.359
H 7.27 -2.39 0.37 0.271
H 5.93 -2.80 1.46 0.278
H 7.40 -0.13 1.18 0.161
H 5.67 -0.40 1.42 -0.148
C 6.04 -3.85 -6.49 -0.361
C 5.77 -3.22 -5.14 -0.299
O 4.36 -3.00 -5.19 -0.170
C 3.83 -3.87 -6.09 0.565
O 2.67 -4.05 -6.24 -0.522
O 4.81 -4.50 -6.80 -0.348
H 6.86 -4.56 -6.46 0.295
H 6.25 -3.10 -7.26 0.259
H 5.99 -3.89 -4.31 0.262
H 6.30 -2.29 -4.99 0.293
```

The net charge is -1. The value obtained for the lowest unoccupied orbital energy is 0.0596 Ha. For the orbital gap, the calculation gives 5.326 eV.